Record 1
Here is a molecular structure, C4H12BF4O2RbS2 from the Open Molecules 2025 dataset. Energies are from wB97M-V/def2-TZVPD.

Summary:
HOMO-LUMO gap ... 8.80 eV
LUMO level ... -0.365 eV
Energy above the lowest of the compared OMol25 structures with the same formula, charge and spin ... 0.00 kJ/mol
2S+1 ... 1
Total charge ... 0

Geometry as XYZ:
```
26
Properties=species:S:1:pos:R:3:forces:R:3:nbo_charge:R:1
Rb 0.809 0.189 -1.818 0.24 0.39 0.24 0.98
B -0.346 3.768 -1.496 -0.96 2.27 -0.84 1.32
F 0.109 3.663 -2.794 0.30 -0.65 -1.17 -0.57
F 0.419 4.712 -0.856 1.13 0.33 1.09 -0.57
F -1.654 4.268 -1.472 -0.48 -0.63 -0.04 -0.57
F -0.262 2.529 -0.900 0.03 -1.71 1.02 -0.60
C 0.132 1.074 2.135 0.68 -0.36 0.01 -0.82
S 1.945 1.332 1.880 -0.27 -0.16 0.16 1.20
O 2.421 0.631 0.603 -1.21 0.82 0.86 -1.02
C 1.847 3.104 1.573 0.38 -0.41 -1.09 -0.84
H -0.324 1.669 2.926 0.61 0.50 0.03 0.24
H 0.072 0.056 2.520 -0.35 -0.22 -0.69 0.23
H -0.375 1.329 1.204 -0.07 -0.46 -0.04 0.25
H 0.976 3.408 0.992 -0.22 -0.07 0.38 0.28
H 2.659 3.193 0.850 0.36 0.52 0.29 0.25
H 2.014 3.667 2.491 -0.02 -0.10 -0.15 0.24
C -2.165 -3.084 -0.897 -0.81 0.00 0.80 -0.84
S -0.540 -3.297 -1.509 0.85 -0.03 0.55 1.25
O 0.268 -2.338 -0.651 -0.43 -0.48 -0.85 -1.02
C -0.248 -4.901 -0.761 0.86 -1.11 -0.25 -0.85
H -2.028 -3.316 0.159 -0.36 0.36 0.18 0.24
H -2.926 -3.760 -1.288 0.22 0.03 -0.34 0.25
H -2.448 -2.041 -1.036 -0.05 -0.11 0.02 0.25
H 0.707 -5.231 -1.169 0.27 0.21 0.20 0.24
H -0.891 -5.745 -1.012 -0.64 0.50 -0.36 0.24
H -0.172 -4.878 0.326 -0.04 0.58 -0.04 0.25
```
Positions in Å, forces in eV/Å.

=====

Record 2
Here is 8 unconnected molecules or ions with the total composition C23H42O18 from the Open Molecules 2025 dataset. Energies are from wB97M-V/def2-TZVPD.

Summary:
HOMO-LUMO gap (alpha / beta) ... 9.25 / 2.49 eV
LUMO level (alpha / beta) ... -2.766 / -9.523 eV
2S+1 ... 2
Total charge ... +1

Geometry as XYZ:
```
83
Properties=species:S:1:pos:R:3:forces:R:3:mulliken_spin:R:1
C -1.042 -0.988 -5.663 -1.18 1.27 -0.15 0.08
O -2.309 -1.395 -5.271 1.54 -0.49 -0.74 0.66
H -0.703 -0.059 -5.204 -0.16 -0.18 0.11 -0.01
H -0.273 -1.739 -5.483 0.40 -1.03 0.37 0.12
H -1.090 -0.977 -6.752 0.17 -0.11 -0.56 0.09
H -2.554 -0.878 -4.500 -0.87 0.88 1.47 -0.02
C 3.956 -3.168 -5.095 -0.79 0.90 0.40 0.00
O 2.525 -3.185 -4.790 0.73 -0.43 -0.20 0.01
H 4.354 -2.250 -4.663 0.26 0.04 -0.13 0.00
H 4.494 -3.983 -4.612 -0.47 -0.22 -0.20 0.00
H 4.105 -3.141 -6.175 0.11 -0.25 0.05 0.00
H 2.249 -2.266 -4.745 0.07 0.07 0.21 0.00
C -5.083 -0.456 -2.955 -1.17 -1.93 0.92 0.00
O -4.296 0.449 -3.555 2.62 2.74 -2.03 0.03
H -5.447 -1.098 -3.757 -0.58 -0.72 0.52 0.00
H -4.414 -0.986 -2.278 -0.56 -0.35 0.27 0.00
H -5.900 0.035 -2.426 -0.15 -0.36 0.26 0.01
H -4.824 0.902 -4.217 0.14 0.38 -0.10 0.00
C -0.364 2.449 -0.725 0.31 -0.94 0.62 0.00
C -0.492 0.896 -0.577 -0.37 3.80 1.31 0.00
C -1.808 0.381 -1.132 2.85 -0.54 0.23 0.00
O -1.246 -0.175 -2.355 -0.37 -0.92 -2.77 0.00
C 0.111 -0.197 -2.405 1.87 -1.08 -0.84 0.00
O 0.891 -0.640 -3.286 -3.43 1.10 1.82 0.02
O 0.567 0.296 -1.277 0.60 -0.62 -0.09 0.00
H -1.000 2.826 0.076 0.10 0.50 -0.18 0.00
H -0.615 2.895 -1.687 -0.45 -0.45 -0.15 0.00
H 0.673 2.740 -0.554 -0.07 -0.01 0.40 0.00
H -0.437 0.689 0.492 0.46 -0.20 -0.11 0.00
H -2.497 1.207 -1.308 -0.32 -0.80 -0.05 0.00
H -2.014 -0.452 -0.460 -1.36 0.03 -0.54 0.00
C 3.909 3.485 -0.105 0.53 -1.71 0.15 0.00
C 4.102 4.308 1.132 -0.44 -0.57 0.21 0.00
C 5.204 3.894 2.163 -0.90 -0.57 -1.76 0.00
O 6.016 5.065 2.155 1.27 -2.46 2.90 0.00
C 5.522 6.078 1.524 -0.56 1.98 -1.48 0.00
O 5.994 7.194 1.605 -1.61 -1.99 -0.81 0.00
O 4.475 5.582 0.723 1.32 3.04 0.54 0.00
H 3.629 2.485 0.225 -0.64 -0.14 0.02 0.00
H 4.843 3.240 -0.610 0.24 0.66 -0.18 0.00
H 3.179 3.857 -0.824 0.05 0.19 0.29 0.00
H 3.153 4.391 1.662 -0.13 -0.06 0.03 0.00
H 5.773 3.005 1.891 0.47 0.35 -0.62 0.00
H 4.711 3.526 3.063 0.29 1.23 0.73 0.00
C -6.107 0.976 4.593 0.03 0.75 0.02 0.00
C -5.177 1.724 3.636 0.03 -0.88 -0.40 0.00
C -3.676 1.636 3.819 0.43 0.06 1.42 0.00
O -3.174 1.460 2.469 3.72 1.24 3.19 0.00
C -4.125 1.423 1.657 -4.45 -1.13 -1.66 0.00
O -4.091 1.471 0.464 0.46 -0.01 -0.44 0.00
O -5.297 1.194 2.347 -0.43 -0.40 -2.21 0.00
H -6.321 1.688 5.390 -0.17 -0.43 0.34 0.00
H -5.739 0.024 4.976 0.63 0.30 0.09 0.00
H -7.046 0.672 4.131 -0.01 0.59 -0.33 0.00
H -5.336 2.789 3.466 -0.92 0.17 0.85 0.00
H -3.265 0.860 4.465 -0.24 -0.30 -0.33 0.00
H -3.431 2.587 4.293 0.99 0.04 -0.58 0.00
C 3.586 0.089 5.084 0.16 0.68 -0.11 0.00
C 2.969 0.095 3.679 0.94 -1.21 0.66 0.00
C 1.556 -0.488 3.572 0.88 -0.92 0.67 0.00
O 0.800 0.646 3.229 -2.16 -2.16 -0.27 0.00
C 1.577 1.586 2.799 -3.25 6.90 -0.48 0.00
O 1.082 2.673 2.367 2.26 -3.94 0.62 0.00
O 2.792 1.424 3.201 2.09 0.25 -0.35 0.00
H 2.880 0.349 5.873 -0.25 0.00 -0.17 0.00
H 4.363 0.853 5.116 0.07 0.05 -0.06 0.00
H 4.082 -0.833 5.387 -0.25 -0.22 -0.43 0.00
H 3.640 -0.384 2.967 0.09 -0.10 0.13 0.00
H 1.257 -0.928 4.523 -0.36 0.37 0.01 0.00
H 1.490 -1.289 2.836 -0.17 0.25 -0.30 0.00
C 0.276 -3.548 -1.144 -1.31 -1.38 -0.44 0.00
C -0.729 -4.751 -1.436 1.28 1.98 0.54 0.00
C -0.118 -6.105 -1.590 1.70 1.22 -5.11 0.00
O -0.512 -6.849 -0.573 2.06 -4.34 1.06 0.00
C -1.371 -6.270 0.148 -2.79 0.54 4.20 0.00
O -1.929 -6.752 1.118 0.77 1.15 -1.89 0.00
O -1.489 -5.002 -0.282 -1.99 1.57 0.72 0.00
H 0.918 -3.881 -0.328 0.24 0.36 -0.14 0.00
H -0.286 -2.654 -0.873 -0.15 -0.13 0.34 0.00
H 0.801 -3.274 -2.059 0.40 -0.33 0.09 0.00
H -1.310 -4.483 -2.318 -0.54 -0.03 0.29 0.00
H 0.953 -6.015 -1.771 0.23 -0.45 0.62 0.00
H -0.523 -6.557 -2.495 0.14 -0.12 -0.30 0.00
```
Positions in Å, forces in eV/Å.

=====

Record 3
Here is a single C5H7N3 molecule from the Open Molecules 2025 dataset. Energies are from wB97M-V/def2-TZVPD.

Summary:
HOMO-LUMO gap ... 8.21 eV
LUMO level ... 0.533 eV
Energy above the lowest of the compared OMol25 structures with the same formula, charge and spin ... 377.74 kJ/mol
2S+1 ... 1
SMILES ... N=C1NC=CC=CN1
Total charge ... 0

Geometry as XYZ:
```
15
Properties=species:S:1:pos:R:3:forces:R:3:nbo_charge:R:1
N -2.730 -0.261 -0.121 0.07 1.61 -1.65 -0.72
C -1.440 -0.122 -0.045 -1.13 1.29 2.11 0.58
N -0.834 1.080 0.040 2.86 -1.63 -0.69 -0.60
C 0.468 1.499 0.162 4.27 -1.91 0.26 -0.01
C 1.678 0.823 0.070 -0.88 -2.74 -1.46 -0.32
C 1.830 -0.679 -0.225 -4.99 -0.98 1.99 -0.30
C 0.688 -1.489 0.106 4.05 -0.45 -2.70 0.00
N -0.631 -1.127 0.501 -2.10 -4.07 -2.21 -0.64
H -3.275 0.663 -0.466 2.02 -2.67 1.08 0.35
H -1.391 1.813 -0.028 -3.34 3.77 -0.41 0.39
H 0.550 2.493 0.495 -0.13 1.28 0.03 0.20
H 2.738 1.065 0.013 -0.66 2.08 0.71 0.23
H 2.798 -1.165 -0.514 -1.21 0.67 0.38 0.23
H 0.805 -2.643 -0.115 -0.37 2.46 0.75 0.20
H -1.253 -1.950 0.128 1.54 1.27 1.81 0.41
```
Positions in Å, forces in eV/Å.